Entry 1:
48
Properties=species:S:1:pos:R:3:forces:R:3:lowdin_charge:R:1 method="wB97M-V/def2-TZVPD" relative_energy_kcal_mol=0.0 orbital_gap_ha="0.2099 / 0.2107" charge=-1 e_lumo_ev="2.347 / 2.351" multiplicity=3 s2=2.003
Pr 0.1204 0.5317 0.3408 0.2 -1.6 -0.2 0.83
C 0.8698 0.0956 4.9508 0.0 0.0 -0.1 -0.14
C 0.7429 -0.4111 3.5339 0.2 -0.3 -0.2 -0.76
S -0.8607 -0.1875 2.8270 -0.3 0.2 -0.1 0.58
C 1.7938 -0.9997 2.9214 -0.2 0.0 0.2 -0.78
C 3.1042 -1.2023 3.6404 -0.1 0.1 0.0 -0.15
S 1.8335 -1.5626 1.2512 -0.2 0.2 -0.5 0.53
H -0.0504 0.6014 5.2334 0.0 0.0 0.1 0.04
H 1.6980 0.8026 5.0336 0.0 0.0 0.1 0.07
H 1.0491 -0.7202 5.6563 0.0 0.0 0.1 0.07
H 2.9533 -1.5587 4.6611 0.1 0.0 0.1 0.06
H 3.6683 -0.2661 3.6820 0.1 0.0 0.0 0.08
H 3.6934 -1.9334 3.0907 0.1 0.0 0.1 0.04
C -1.3377 2.4510 -3.9583 0.0 0.0 -0.1 -0.11
C -2.4623 1.7186 -4.2992 0.0 0.0 -0.2 -0.12
C -2.9329 0.7692 -3.4163 0.0 -0.2 0.1 -0.07
C -2.2845 0.5525 -2.1961 0.5 0.5 0.0 -0.22
C -1.1107 1.2568 -1.8030 -0.6 -0.1 -0.6 -0.17
C -0.6900 2.2072 -2.7547 0.2 0.0 0.3 -0.13
C -2.8402 -0.4529 -1.2775 0.4 -0.5 0.4 -0.22
C -4.2253 -0.7235 -1.2658 -0.5 -0.4 0.3 -0.01
C -4.7271 -1.6848 -0.4330 0.2 0.2 -0.2 0.00
C -3.8536 -2.3976 0.4132 0.4 0.2 -0.1 -0.16
C -4.2853 -3.3976 1.3019 -0.1 -0.3 0.3 -0.05
C -3.3919 -4.0379 2.1207 -0.5 0.0 -0.2 -0.09
C -2.0333 -3.7156 2.0614 0.4 0.3 -0.3 -0.07
C -1.5749 -2.7399 1.2096 0.0 -0.4 0.1 -0.07
C -2.4766 -2.0484 0.3703 -0.5 -0.6 0.2 -0.22
N -2.0006 -1.0903 -0.4599 -0.1 0.9 -0.3 0.10
H -0.9566 3.1992 -4.6454 0.0 0.0 0.0 0.09
H -2.9562 1.8717 -5.2512 0.0 0.0 0.0 0.09
H -3.7853 0.1641 -3.7032 -0.1 0.0 0.0 0.10
H 0.2005 2.7954 -2.5521 0.0 0.0 0.1 0.08
H -4.8891 -0.1401 -1.8851 0.0 0.0 -0.1 0.10
H -5.7877 -1.8982 -0.4004 -0.1 0.0 0.0 0.11
H -5.3379 -3.6449 1.3325 -0.1 0.0 0.0 0.10
H -3.7371 -4.7990 2.8087 0.0 0.0 0.0 0.10
H -1.3410 -4.2250 2.7153 0.1 0.0 0.0 0.11
H -0.5199 -2.4865 1.1657 -0.1 -0.1 0.0 0.02
N 0.9274 -1.2620 -1.7693 0.0 0.1 0.2 0.01
H 0.5525 -1.1159 -2.7004 0.0 0.1 0.1 0.04
H 0.5216 -2.1135 -1.3878 0.0 0.1 0.0 0.02
H 1.9298 -1.4090 -1.8290 -0.1 0.0 0.0 0.03
F 1.5219 2.6056 -0.2828 -0.1 0.0 -0.4 0.08
B 1.3380 2.8569 1.1077 0.4 0.5 0.2 -1.32
F -0.0644 2.7794 1.3297 -0.2 0.3 0.0 0.06
F 1.8660 4.0278 1.5048 0.2 0.6 0.1 0.21
F 1.8983 1.7362 1.7379 0.1 -0.1 0.2 0.10

Entry 2:
54
Properties=species:S:1:pos:R:3:forces:R:3:lowdin_charge:R:1 method="wB97M-V/def2-TZVPD" relative_energy_kcal_mol=14.9 orbital_gap_ha="0.2333 / 0.2195" charge=-1 e_lumo_ev="1.717 / 1.305" multiplicity=2 s2=0.763
Re 0.7860 0.6712 0.2893 -0.3 0.1 0.0 1.12
I -3.5286 -2.6320 -4.9244 0.0 0.0 0.0 0.82
C -1.9598 -1.8959 -3.7533 -0.1 0.0 -0.1 -0.74
C -1.0847 -2.7904 -3.1691 0.1 0.0 0.1 -0.23
C -0.0581 -2.3014 -2.3722 0.1 -0.1 0.0 -0.64
I 1.2913 -3.5878 -1.4408 0.0 -0.1 0.0 0.93
C 0.1033 -0.9377 -2.1536 -0.3 0.6 -0.2 -0.44
O 1.0653 -0.4500 -1.3955 0.2 0.0 0.1 -0.32
C -0.8053 -0.0444 -2.7661 0.1 0.1 0.2 -0.15
C -0.6478 1.4138 -2.4262 0.0 -0.2 0.2 -0.16
N -0.8696 1.6268 -0.9604 0.0 -0.3 0.1 -0.24
C -2.2270 1.2650 -0.5699 0.1 0.2 -0.2 -0.18
C -2.2433 -0.1314 -0.0631 0.0 -0.3 0.1 -0.25
C -3.4076 -0.8886 -0.0586 0.0 0.1 -0.1 0.00
C -3.3825 -2.1726 0.4371 0.0 -0.1 0.1 -0.04
C -2.1907 -2.6674 0.9425 0.0 -0.1 0.0 -0.04
C -1.0819 -1.8536 0.9199 0.4 0.0 0.0 -0.14
N -1.0866 -0.6132 0.4145 -0.1 -0.3 -0.3 -0.02
C -1.8296 -0.5240 -3.5605 0.1 -0.1 0.1 -0.11
H -1.1982 -3.8546 -3.3202 0.0 0.0 0.0 0.08
H -1.3693 2.0348 -2.9594 0.0 0.0 -0.1 0.10
H 0.3540 1.7825 -2.6518 -0.1 0.0 0.0 0.05
H -0.7814 2.6261 -0.7779 -0.1 0.0 -0.2 -0.11
H -2.9090 1.3724 -1.4156 -0.1 0.0 0.0 0.12
H -2.5602 1.9715 0.1957 0.0 -0.1 0.1 0.12
H -4.3158 -0.4635 -0.4635 0.0 0.0 0.0 0.12
H -4.2785 -2.7787 0.4299 0.0 0.0 0.0 0.11
H -2.1078 -3.6699 1.3370 0.0 0.0 0.0 0.11
H -0.1302 -2.1957 1.3066 0.0 0.0 0.0 0.10
H -2.5265 0.1673 -4.0169 0.0 0.0 0.0 0.11
B 2.9879 -0.0663 3.1699 0.1 0.1 0.1 -0.43
N 1.4399 -0.1780 3.2562 -0.1 -0.1 -0.2 -0.05
C 0.8210 -0.4328 4.4096 0.0 0.0 0.0 -0.09
C -0.5157 -0.0935 4.2981 -0.1 0.0 0.0 -0.05
C -0.6368 0.3706 2.9998 0.1 0.1 0.0 -0.15
N 0.5440 0.3021 2.3665 -0.3 0.4 0.1 -0.15
N 3.4750 -0.2202 1.7144 -0.1 -0.1 -0.1 -0.06
C 4.7381 -0.4868 1.3885 0.0 0.0 0.0 -0.08
C 4.8869 -0.3722 0.0160 0.0 0.0 0.0 -0.05
C 3.6253 -0.0297 -0.4374 -0.1 0.0 0.0 -0.14
N 2.7745 0.0621 0.5967 0.0 -0.3 0.1 -0.15
H 3.3257 1.0111 3.6009 -0.1 0.0 0.0 0.07
H 3.4468 -0.9780 3.8182 0.0 0.0 0.0 0.07
H 1.3870 -0.8072 5.2448 0.0 0.0 0.0 0.12
H -1.2827 -0.1598 5.0480 0.0 0.0 0.0 0.09
H -1.5027 0.7506 2.4875 0.0 0.0 0.0 0.11
H 5.4477 -0.7372 2.1583 0.0 0.0 0.0 0.12
H 5.7771 -0.5170 -0.5680 0.0 0.0 0.0 0.09
H 3.2758 0.1504 -1.4376 0.0 0.0 0.0 0.11
Se -2.3357 4.6616 -1.4397 -0.2 -0.2 0.1 -0.11
Sb 0.0122 5.1135 -1.3084 0.6 0.7 0.0 -0.20
Se 1.3263 2.8751 0.6129 0.2 0.3 -0.1 0.23
Se 1.3078 4.4046 -3.2176 -0.1 0.2 0.4 -0.16
Se 0.6543 6.8983 0.1692 0.0 -0.4 -0.3 -0.22

Entry 3:
46
Properties=species:S:1:pos:R:3:forces:R:3:lowdin_charge:R:1 method="wB97M-V/def2-TZVPD" orbital_gap_ha=0.1450 charge=+4 e_lumo_ev=-15.255
N 1.3169 -0.9433 1.1844 2.1 -1.3 1.0 0.06
C 2.3268 -1.3939 1.5904 -2.0 1.6 -1.1 -0.07
C 3.6003 -1.8561 2.0472 0.1 -0.2 0.1 0.05
H 4.0509 -2.4601 1.2482 0.1 0.0 0.1 0.14
H 3.4593 -2.4722 2.9443 0.1 0.0 -0.1 0.14
H 4.2501 -1.0013 2.2812 -0.1 -0.1 0.0 0.14
N -1.8800 0.8432 1.8167 0.1 -0.5 -0.2 0.04
C -2.5823 1.4015 2.5321 0.0 1.3 0.3 -0.08
C -3.3708 2.2410 3.3852 -0.1 -0.4 0.0 0.06
H -3.4460 1.7079 4.3440 -0.2 0.4 0.0 0.14
H -4.3546 2.3402 2.9037 0.0 0.2 0.3 0.14
H -2.8657 3.2126 3.4979 -0.2 -0.2 0.0 0.15
N -1.0689 -0.3631 -1.6080 -0.6 -0.4 -1.3 0.06
C -1.3712 -0.4801 -2.7295 0.6 0.6 1.2 -0.08
C -1.6904 -0.5635 -4.1268 -0.1 -0.2 0.0 0.05
H -1.9768 0.4261 -4.5075 0.1 -0.1 0.1 0.14
H -2.5226 -1.2674 -4.2576 0.1 0.1 -0.1 0.13
H -0.8046 -0.9313 -4.6615 -0.1 0.1 0.0 0.14
Hf -0.7399 -0.5106 0.5579 4.4 7.5 -2.2 1.62
C -0.9735 2.3356 -0.4727 -0.8 1.2 -0.9 -0.06
O -1.1538 3.3483 -0.9397 0.4 -1.4 0.8 0.19
C 0.7671 1.8986 1.5725 2.1 2.6 2.4 -0.04
O 1.3461 2.7498 2.0905 -2.1 -3.0 -2.0 0.17
C -0.7143 -2.3767 2.0253 -0.9 -1.6 1.2 -0.09
C -0.4193 -2.8536 0.7246 -0.7 -2.1 -0.2 -0.09
C -1.3217 -2.6342 -0.3206 -0.3 -2.2 0.2 -0.09
C -2.5285 -1.9336 -0.0772 -1.7 -1.4 0.3 -0.09
C -2.8197 -1.4694 1.2064 -1.5 -1.6 0.0 -0.09
C -1.9064 -1.6932 2.2652 -0.6 -1.8 1.1 -0.09
H -0.1453 -2.7748 2.8838 0.0 0.7 -0.5 0.18
H 0.3708 -3.6144 0.6040 -0.1 0.8 -0.1 0.18
H -1.2278 -3.2270 -1.2465 0.2 0.7 0.3 0.18
H -3.3432 -1.9949 -0.8197 0.6 0.5 0.2 0.18
H -3.8534 -1.1668 1.4487 0.7 0.3 -0.2 0.18
H -2.2527 -1.5612 3.3055 0.4 0.4 -0.6 0.18
Br 1.8792 2.6132 -4.9295 0.1 -0.3 0.8 0.85
C 2.3079 2.0355 -3.1659 -0.7 0.1 0.2 -0.62
C 3.6218 2.0855 -2.7032 0.0 -0.3 0.3 -0.04
C 3.8805 1.6700 -1.3914 -0.8 0.0 0.2 0.01
C 2.7896 1.2429 -0.6047 1.3 -0.1 -0.2 -0.17
N 1.5425 1.1506 -1.0616 -0.6 -0.2 0.2 -0.02
C 1.2876 1.5800 -2.2991 1.1 0.2 -0.9 -0.22
H 4.4092 2.4352 -3.3645 0.0 -0.1 0.2 0.14
H 4.8892 1.6820 -0.9637 -0.5 0.1 -0.2 0.14
H 2.9731 0.9579 0.4412 -0.1 0.1 -0.5 0.08
H 0.2647 1.5851 -2.6501 0.0 0.0 0.0 0.06

Entry 4:
49
Properties=species:S:1:pos:R:3:forces:R:3:lowdin_charge:R:1 method="wB97M-V/def2-TZVPD" orbital_gap_ha="0.2653 / 0.1345" charge=+2 e_lumo_ev="-5.922 / -9.471" multiplicity=5 s2=6.007
Ir 0.1225 0.3232 0.6245 -0.6 0.2 0.9 1.73
C -1.4086 0.5673 -4.8044 -0.2 -0.4 -0.8 0.00
N -1.0535 1.0435 -3.4932 0.2 0.0 0.9 -0.11
C -0.9034 2.3484 -3.1540 0.1 0.4 0.5 0.00
C -0.5683 2.3827 -1.8279 -0.1 0.5 -0.3 -0.08
N -0.5140 1.1098 -1.3680 0.2 -0.4 0.4 -0.10
C -0.8085 0.3023 -2.3919 -0.1 -0.7 0.0 -0.44
P -0.8663 -1.5409 -2.3505 0.3 0.4 0.6 1.20
C -1.8442 -1.7169 -0.8042 0.1 -0.1 -0.5 -0.45
N -1.6373 -1.1217 0.3739 0.9 0.3 -0.6 -0.08
C -2.6073 -1.5536 1.2107 -0.5 -0.2 0.3 -0.08
C -3.4192 -2.4254 0.5338 0.1 0.3 0.6 0.00
N -2.9304 -2.5185 -0.7259 0.6 0.6 0.3 -0.12
C -3.4759 -3.3269 -1.7846 -0.3 -0.5 -0.7 -0.01
C 0.8046 -1.7975 -1.6122 -0.6 0.1 -0.2 -0.44
N 1.2773 -1.2238 -0.5012 -0.3 0.4 0.0 -0.10
C 2.5445 -1.6685 -0.3241 0.5 -0.2 -0.1 -0.08
C 2.8464 -2.5288 -1.3442 0.2 0.2 0.5 0.00
N 1.7505 -2.6031 -2.1402 -0.2 0.6 0.6 -0.11
C 1.6480 -3.4052 -3.3312 -0.2 -0.5 -0.8 0.00
H -1.5686 1.4200 -5.4628 0.0 -0.1 0.1 0.11
H -0.6087 -0.0477 -5.2186 0.0 0.1 0.0 0.10
H -2.3274 -0.0196 -4.7664 0.1 0.1 0.0 0.10
H -1.0315 3.1471 -3.8563 -0.1 0.1 -0.1 0.14
H -0.3694 3.2275 -1.1972 0.0 0.2 0.0 0.13
H -2.6729 -1.2263 2.2284 0.0 0.1 0.2 0.12
H -4.2843 -2.9630 0.8672 -0.1 -0.1 0.0 0.14
H -4.3512 -3.8563 -1.4104 0.1 0.1 0.0 0.11
H -3.7736 -2.7005 -2.6281 0.0 -0.1 0.1 0.10
H -2.7389 -4.0567 -2.1262 -0.1 0.0 0.1 0.10
H 3.1500 -1.3537 0.5035 0.1 0.0 0.1 0.13
H 3.7485 -3.0685 -1.5501 0.1 -0.1 -0.1 0.14
H 2.5738 -3.9625 -3.4670 -0.1 0.1 0.1 0.11
H 0.8238 -4.1149 -3.2490 0.1 0.0 0.0 0.10
H 1.4899 -2.7734 -4.2062 0.0 0.0 0.1 0.10
Br 4.4184 5.1167 4.6644 -0.3 -0.2 0.0 0.78
C 2.8776 4.0234 4.8917 0.0 0.0 -0.2 -0.64
C 2.2288 3.9898 6.1287 0.3 0.0 -0.6 -0.08
C 1.1094 3.1907 6.2805 -0.3 -0.3 -0.2 -0.04
C 0.6311 2.4276 5.2183 0.1 0.1 0.0 0.00
C 1.2892 2.4695 3.9842 -0.3 -0.3 -0.1 -0.14
C 2.4144 3.2672 3.8162 0.4 0.4 0.3 -0.06
C 0.8316 1.6801 2.8094 0.3 1.0 1.9 -0.61
O -0.1747 0.9281 2.8556 -0.7 -0.9 -1.2 -0.06
O 1.4725 1.7654 1.7270 0.2 -0.8 -2.1 -0.10
H 2.6059 4.5848 6.9491 0.0 0.0 0.0 0.11
H 0.6090 3.1660 7.2375 -0.1 -0.1 0.0 0.12
H -0.2422 1.8032 5.3349 0.0 0.0 0.0 0.12
H 2.9126 3.2895 2.8563 0.1 0.1 0.1 0.11